# 1
40
Properties=species:S:1:pos:R:3 method="wB97M-V/def2-TZVPD" homo_energy_ha=-0.278 smiles="Cc1ccccc1-c1nnc(NC(=O)CSc2nc3ccccc3s2)s1" multiplicity=1 total_charge=0 e_lumo_ev=-0.94 e_above_lowest_kj_mol=1324.6 homo_lumo_gap_ev=6.6
C -0.75552 4.86516 3.34407
C -2.26112 5.16172 3.01183
C -3.03029 6.20945 3.51102
C -4.21629 6.40675 3.25218
C -4.79289 5.62169 2.35232
C -4.15755 4.34675 1.95192
C -2.73748 4.07209 2.28860
C -2.29354 3.00234 1.43634
N -1.05386 2.59661 1.59164
N -0.69541 1.56244 1.08177
C -1.80886 0.81164 0.36026
N -1.66040 -0.26295 -0.49275
C -0.46911 -0.91047 -0.66571
O -0.92210 -2.08599 -1.24044
C 0.76656 -0.68155 -0.16415
S 1.96212 -0.51911 -1.38950
C 2.31003 -2.06413 -1.68294
N 2.27237 -3.13868 -0.69956
C 2.88223 -4.21213 -1.29173
C 2.83538 -5.61564 -0.40485
C 3.38620 -6.59944 -0.99806
C 4.13405 -6.57734 -2.12850
C 4.00128 -5.24802 -3.22171
C 3.45950 -4.09324 -2.41838
S 3.53309 -2.43209 -3.06010
S -3.23543 1.85664 0.53752
H -0.36309 5.55267 4.11360
H -0.58801 3.86758 3.75157
H -0.19819 4.63989 2.34720
H -2.35654 6.90932 3.96391
H -4.89882 7.10238 3.70070
H -5.89243 5.61075 2.26054
H -4.69412 3.72593 1.28210
H -2.47573 -0.40862 -0.90226
H 0.83026 0.09350 0.63900
H 1.27693 -1.49463 0.59080
H 2.22541 -5.49289 0.40042
H 3.48463 -7.43231 -0.40960
H 4.69916 -7.39509 -2.57791
H 4.50750 -5.23281 -3.96478



# 2
20
Properties=species:S:1:pos:R:3 method="wB97M-V/def2-TZVPD" homo_energy_ha=-0.326 multiplicity=1 total_charge=0 e_lumo_ev=0.94 e_above_lowest_kj_mol=356.7 homo_lumo_gap_ev=9.8
C -0.54719 0.26670 0.03410
C -0.99134 -0.87553 -0.81678
C -1.28314 0.32682 1.37067
C 1.90320 0.24732 -0.86658
C 0.92876 -0.34017 0.11220
N -0.61605 1.44482 -0.74911
C 1.31930 -1.11397 1.12299
H -0.48460 2.25924 -0.15535
H -1.64529 1.10690 -1.38949
H -1.33286 -0.64156 1.86479
H -0.78760 1.03373 2.03676
H -0.50629 -0.97229 -1.78015
H -1.14623 -1.82757 -0.32495
H -1.97026 -0.05333 -1.51584
H -2.30752 0.65550 1.18658
H 2.14131 1.28350 -0.59005
H 1.47380 0.28445 -1.86183
H 2.82623 -0.32598 -0.87493
H 2.37099 -1.28726 1.30483
H 0.65480 -1.47131 1.89215



# 3
19
Properties=species:S:1:pos:R:3 method="wB97M-V/def2-TZVPD" homo_energy_ha="-0.275 / -0.246" multiplicity=1 total_charge=0 e_lumo_ev="0.76 / 0.80" e_above_lowest_kj_mol=485.0 homo_lumo_gap_ev="8.2 / 7.5"
C 1.81037 -0.91911 -0.11508
C 0.89727 0.18160 0.31240
O 0.85459 0.41164 1.67042
C 0.24827 1.34956 -0.33264
C -1.27594 1.17855 0.00965
C -1.53104 -0.33567 0.29087
C -0.78027 -0.95357 -0.81138
H 2.40731 -0.64472 -0.97853
H 1.12706 -1.71270 -0.45766
H 2.40290 -1.31719 0.71671
H 1.54748 -0.05912 2.15879
H 0.62353 2.31961 0.03455
H 0.43726 1.26296 -1.40373
H -1.56474 1.77578 0.87633
H -1.85130 1.52113 -0.85775
H -2.59484 -0.58171 0.36548
H -1.05236 -0.58430 1.23919
H -1.33408 -0.98151 -1.73812
H -0.37147 -1.91125 -0.97951



# 4
89
Properties=species:S:1:pos:R:3 method="wB97M-V/def2-TZVPD" homo_energy_ha=-0.323 multiplicity=1 total_charge=0 e_lumo_ev=0.37 homo_lumo_gap_ev=9.2
C 2.39632 -2.85437 0.59082
C 2.19654 -2.44848 -0.87464
C 1.90374 -0.94858 -1.12787
O 2.45917 -0.27189 0.03334
S 2.14103 1.25972 0.36009
O 2.35226 2.04807 -0.83011
O 0.50561 1.16821 0.48853
C -0.18826 -0.04840 0.76004
C -1.27550 0.38802 1.74038
C -0.67256 0.77887 3.11488
C -0.45908 2.27720 3.25073
O 0.46752 -0.03823 3.34124
C 1.50105 0.42932 4.17884
C 1.25746 0.36781 5.67041
C 0.04688 0.65809 6.29550
C -0.07523 0.57177 7.67583
C 1.00207 0.20191 8.46266
C 2.21001 -0.10742 7.85089
C 2.32629 -0.02462 6.47174
C -0.66768 -0.71062 -0.56772
C -1.00374 -2.23015 -0.47916
C -0.77320 -3.10280 0.74106
O -0.37352 -4.22712 0.59891
O -1.06398 -2.59060 1.96587
S -2.10736 0.19233 -1.28086
O -1.82044 1.59566 -1.20115
O -2.41194 -0.35775 -2.56945
C -3.80722 0.08107 -0.41590
F -4.62588 0.41137 -1.44244
F -3.90642 1.05371 0.49180
C -4.46695 -1.20147 0.18637
F -3.68452 -1.78831 1.11451
F -5.57178 -0.76624 0.83221
C -4.95401 -2.27860 -0.84034
F -6.19099 -1.95226 -1.25778
F -4.14296 -2.34914 -1.90760
C -5.04019 -3.70370 -0.22024
F -5.65629 -4.50518 -1.09624
F -5.74208 -3.68433 0.91912
F -3.81422 -4.19670 0.01388
C 0.49858 -0.52423 -1.61193
C 0.29631 -1.19855 -2.99969
C 0.61550 -0.30144 -4.20294
C -0.48817 0.64482 -4.63633
O 1.83509 0.37083 -3.90877
C 2.43392 1.01326 -5.01314
C 2.47047 2.51832 -4.89731
C 1.85182 3.18847 -3.85440
C 1.92595 4.57212 -3.75748
C 2.60141 5.30163 -4.72366
C 3.20364 4.63789 -5.78312
C 3.14880 3.25734 -5.86402
H 3.39998 -2.56735 0.90172
H 2.33021 -3.93498 0.69204
H 1.71055 -2.37538 1.28458
H 3.14851 -2.65417 -1.36675
H 1.47594 -3.08907 -1.37290
H 2.53673 -0.65215 -1.96158
H 0.43270 -0.75362 1.30376
H -2.01079 -0.38848 1.88753
H -1.71834 1.29287 1.33346
H -1.44463 0.51007 3.84611
H -1.42537 2.75972 3.09769
H -0.10500 2.57482 4.23682
H 0.21818 2.68209 2.50080
H 1.85856 1.41591 3.86767
H 2.33433 -0.24924 3.98814
H -0.81308 0.96790 5.72128
H -1.01978 0.80894 8.14651
H 0.91392 0.15151 9.53852
H 3.05863 -0.42221 8.44218
H 3.26829 -0.27691 5.99962
H -2.05908 -2.36691 -0.71481
H -0.51256 -2.77296 -1.27764
H -1.72109 -3.15254 2.39454
H 0.54406 0.54150 -1.84208
H -0.68863 -1.63668 -3.11567
H 0.99237 -2.03501 -3.09931
H 0.80812 -0.98435 -5.04236
H -0.25031 1.14586 -5.57316
H -0.71454 1.38717 -3.87100
H -1.40076 0.07202 -4.79679
H 1.94786 0.72464 -5.94947
H 3.46689 0.65721 -5.07995
H 1.31914 2.62494 -3.10502
H 1.45403 5.06169 -2.91636
H 2.65318 6.37904 -4.64658
H 3.71318 5.21705 -6.54149
H 3.63528 2.76043 -6.69538



# 5
56
Properties=species:S:1:pos:R:3 method="wB97M-V/def2-TZVPD" homo_energy_ha=-0.636 multiplicity=1 total_charge=+3 e_lumo_ev=-11.12 e_above_lowest_kj_mol=0.0 homo_lumo_gap_ev=6.2
Ta -1.05105 -1.14283 0.44415
O -0.83683 -0.27265 2.39900
Cl -2.30317 -0.35506 2.80073
O -2.74183 0.82322 3.38134
O -2.47963 -1.54816 3.51654
O -2.85213 -0.52090 1.37563
C -0.51193 5.06890 2.33558
C 0.69497 4.62999 1.79977
C 0.75340 3.43497 1.10558
C -0.41256 2.67534 0.95994
C -1.62864 3.12358 1.48348
C -1.67185 4.32181 2.17649
P -0.43815 1.22544 -0.05986
C 1.12252 0.26182 0.17597
C 1.78319 0.44196 1.42206
C 3.12274 0.13250 1.55219
C 3.82928 -0.35769 0.45479
C 3.19998 -0.55955 -0.77439
C 1.86935 -0.22973 -0.92543
C -0.67169 1.53857 -1.78580
C -0.51735 2.70052 -2.50590
C -0.78878 2.68409 -3.88638
C -1.17208 1.52514 -4.51403
C -1.31375 0.32197 -3.78060
C -1.62684 -0.92851 -4.36477
C -1.66474 -2.08462 -3.61229
C -1.44729 -2.03919 -2.23390
C -1.22492 -0.80870 -1.57108
C -1.09715 0.35878 -2.39404
H -0.54577 6.00485 2.87725
H 1.59070 5.22379 1.92166
H 1.69544 3.10086 0.68522
H -2.54047 2.55705 1.33788
H -2.60777 4.67489 2.58725
H 1.25123 0.86439 2.26297
H 3.62582 0.29728 2.49575
H 4.88832 -0.56458 0.54928
H 3.76844 -0.92346 -1.61968
H 1.40754 -0.30679 -1.90026
H -0.19755 3.61843 -2.02734
H -0.68344 3.59752 -4.45558
H -1.36404 1.52180 -5.57996
H -1.81404 -0.97967 -5.43160
H -1.86857 -3.03466 -4.08673
H -1.47213 -2.98755 -1.70831
I -2.68405 -3.68619 0.76137
C -0.66049 -4.00968 1.23445
C -0.19805 -5.21124 1.70710
C 1.16365 -5.30533 1.98364
C 1.98585 -4.20802 1.77408
C 1.43580 -3.03837 1.30105
N 0.11408 -2.92727 1.03261
H -0.86564 -6.04830 1.85675
H 1.57002 -6.23628 2.35945
H 3.04596 -4.25761 1.97945
H 2.03608 -2.15684 1.12749



# 6
25
Properties=species:S:1:pos:R:3 method="wB97M-V/def2-TZVPD" homo_energy_ha="-0.184 / -0.356" multiplicity=3 total_charge=0 e_lumo_ev="0.78 / -2.99" s2=2.0448 e_above_lowest_kj_mol=16.8 homo_lumo_gap_ev="5.8 / 6.7"
C 0.38393 1.59790 -2.38970
C -0.38552 0.45730 -2.53728
C 1.13952 1.77624 -1.24237
C -0.40567 -0.50036 -1.53806
C 1.12756 0.81740 -0.24718
C 0.34754 -0.32457 -0.38625
C -0.46199 0.04794 2.41217
C -1.68695 0.15278 1.56974
C -2.13615 1.33469 1.19849
C 0.36817 -1.38392 0.68924
C 1.60137 -2.27483 0.52870
O -0.29253 0.69277 3.41091
O 0.46484 -0.81835 1.99904
F -3.22648 1.47708 0.44061
H 0.39673 2.34737 -3.16650
H -0.97543 0.31087 -3.42949
H 1.74330 2.66388 -1.12654
H -1.00996 -1.38874 -1.65495
H 1.71597 0.95255 0.64837
H -0.53148 -2.01103 0.62398
H -2.19642 -0.74825 1.27214
H -1.67889 2.27938 1.44837
H 1.64328 -2.99326 1.34157
H 2.49780 -1.66279 0.55495
H 1.55745 -2.80205 -0.41998